P) C5H11NO2 | ωB97M-V/def2-TZVPD

- HOMO-LUMO gap (alpha / beta): 7.3711 / 6.0238 eV
- Lowest unoccupied orbital energy (alpha / beta): -6.75 / -7.17 eV
- Spin multiplicity: 2
- Charge: +1
- <S²>: 1.8204

Geometry (Å):
O -1.20 0.27 2.55
C -1.04 -2.00 -0.78
O 2.54 -1.50 -1.09
C -1.91 -1.26 -0.28
C -0.03 1.05 0.14
C -0.46 2.24 -0.20
C 1.14 0.36 0.35
N -2.53 -0.42 0.40
H -0.01 -2.28 -0.88
H 3.02 -2.32 -1.33
H -0.12 -0.08 0.74
H -1.45 2.41 -0.63
H 0.12 3.07 0.18
H 0.84 0.20 -2.64
H 1.63 0.48 1.31
H 1.45 0.34 -2.25
H 1.51 -0.31 -0.44
H -1.40 0.01 3.46
H -2.08 -0.26 1.38

Q) C5H11NO2 | ωB97M-V/def2-TZVPD

- HOMO-LUMO gap (alpha / beta): 9.0012 / 4.7737 eV
- Lowest unoccupied orbital energy (alpha / beta): -4.72 / -8.95 eV
- Spin multiplicity: 2
- Charge: +1
- <S²>: 0.7569

Geometry (Å):
O -0.70 -0.73 3.36
C -0.43 -1.16 2.31
C -0.48 -0.20 1.01
C 0.48 -0.70 -0.08
C -0.06 -0.30 -1.48
C 0.98 0.53 -2.23
O 0.48 1.03 -3.46
N -0.36 1.16 1.27
H -0.10 -2.21 2.20
H -1.50 -0.39 0.67
H 1.47 -0.26 0.03
H 0.49 -1.78 0.03
H -0.34 -1.21 -2.01
H -0.97 0.30 -1.35
H 1.83 -0.10 -2.47
H 1.26 1.35 -1.60
H -0.48 0.97 -3.50
H -0.80 1.47 2.14
H 0.61 1.49 1.28

So which one is most stable? That would be Q), about 1147.6 kJ/mol below the next structure.

P) C5H11NO2 | ωB97M-V/def2-TZVPD

- HOMO-LUMO gap (alpha / beta): 9.7813 / 4.5739 eV
- Lowest unoccupied orbital energy (alpha / beta): -3.59 / -8.79 eV
- Spin multiplicity: 2
- Charge: +1
- <S²>: 0.7544

Geometry (Å):
C 0.13 0.35 2.06
O 0.37 -0.70 2.99
C 0.36 -0.13 0.59
C -0.61 0.40 -0.44
C -0.24 0.02 -1.89
C 0.35 1.14 -2.74
O 0.25 1.15 -3.92
N 0.33 -1.56 0.58
H 0.82 1.15 2.26
H -0.88 0.75 2.13
H -0.46 -1.00 3.37
H 1.38 0.13 0.27
H -0.65 1.49 -0.34
H -1.64 0.10 -0.24
H -1.11 -0.39 -2.40
H 0.46 -0.83 -1.91
H 0.87 1.92 -2.15
H 0.90 -2.01 1.30
H -0.60 -1.98 0.49

Q) C5H11NO2 | ωB97M-V/def2-TZVPD

- HOMO-LUMO gap (alpha / beta): 9.7902 / 4.6908 eV
- Lowest unoccupied orbital energy (alpha / beta): -4.09 / -9.16 eV
- Spin multiplicity: 2
- Charge: +1
- <S²>: 0.7759

Geometry (Å):
C 1.49 -0.85 -0.23
N 1.69 -0.15 0.99
C 2.34 1.04 1.18
O 2.65 1.32 2.32
C -0.05 -0.97 -0.55
C -0.81 0.37 -0.58
C -2.26 0.07 -0.20
O -3.02 1.26 -0.05
H 2.06 -0.40 -1.03
H 1.78 -1.89 -0.03
H 1.43 -0.64 1.84
H 2.58 1.65 0.31
H -0.47 -1.79 0.03
H -0.07 -1.44 -1.54
H -0.72 0.79 -1.57
H -0.43 1.02 0.19
H -2.73 -0.60 -0.93
H -2.39 -0.48 0.73
H -3.09 1.69 -0.90

R) C5H11NO2 | ωB97M-V/def2-TZVPD

- HOMO-LUMO gap (alpha / beta): 10.3920 / 5.4263 eV
- Lowest unoccupied orbital energy (alpha / beta): -3.99 / -8.94 eV
- Spin multiplicity: 2
- Charge: +1
- <S²>: 0.7685

Geometry (Å):
C -0.53 -0.20 -2.88
C -0.64 -0.31 -1.39
N 0.61 -0.56 -0.73
C 0.35 -1.30 1.69
C 0.86 -0.24 0.67
C 0.43 1.17 0.83
O 0.28 1.38 2.26
O -1.63 0.00 -0.76
H 0.28 0.38 -3.21
H -1.58 0.19 -3.20
H -0.19 -1.08 -3.52
H 0.91 -1.50 -1.03
H 0.96 -2.26 1.61
H -0.67 -1.41 1.81
H 0.59 -1.05 2.78
H 1.95 -0.49 0.62
H -0.64 1.40 0.64
H 1.14 1.94 0.49
H 1.02 2.05 2.65

So which one is most stable? That would be Q), about 14.3 kJ/mol below the next structure.

P) C2H8N3O | ωB97M-V/def2-TZVPD

- HOMO-LUMO gap: 10.5223 eV
- SMILES string: N/C(CO)=N\[NH3+]
- Lowest unoccupied orbital energy: -3.91 eV
- Charge: +1

Geometry (Å):
N 0.23 -1.29 0.34
C 0.13 -0.02 -0.04
C 1.43 0.63 -0.50
O 2.51 0.30 0.39
N -0.86 0.77 -0.12
N -2.23 0.17 0.06
H 0.93 -1.81 -0.05
H -0.56 -1.75 0.88
H 1.71 0.17 -1.50
H 1.31 1.74 -0.46
H 3.02 0.96 0.91
H -2.61 0.05 1.03
H -2.29 -0.78 -0.40
H -2.72 0.85 -0.52

Q) C2H8N3O | ωB97M-V/def2-TZVPD

- HOMO-LUMO gap (alpha / beta): 7.9868 / 7.8885 eV
- Lowest unoccupied orbital energy (alpha / beta): -5.99 / -5.75 eV
- Charge: +1

Geometry (Å):
C 1.88 0.68 -0.53
C -2.17 -0.97 0.35
N 0.80 0.46 0.36
N -0.24 1.10 0.66
N -1.74 0.31 -0.14
O -2.54 1.16 -0.36
H 2.05 -0.09 -1.16
H 1.67 1.54 -1.04
H 2.91 0.61 -0.10
H -1.84 -1.08 1.51
H -1.55 -1.67 -0.03
H -3.19 -0.94 0.38
H 0.80 -0.49 0.73
H -0.14 2.05 0.44

So which one is most stable? That would be P), about 461.4 kJ/mol below the next structure.